1.
Formula: C31H74BO21
Source: OMol25
Level of theory: ωB97M-V with the def2-TZVPD basis set

Each line ends with the Löwdin charge.
Positions of all 127 atoms, in Å:
O: -3.62 -1.00 0.21  0.14
C: -2.56 -0.47 0.11  -0.51
O: -1.64 -0.57 0.85  0.37
B: -0.61 0.33 0.32  -0.80
O: -1.30 1.10 -0.82  0.28
C: -2.42 0.57 -0.94  -0.47
O: -3.29 1.00 -1.62  0.15
O: 0.51 -0.49 -0.30  0.28
C: 1.53 -0.14 0.37  -0.40
O: 2.65 -0.60 0.15  0.12
C: 1.16 0.86 1.38  -0.35
O: -0.04 1.27 1.15  0.34
O: 1.86 1.49 2.12  0.17
C: 0.35 3.51 4.86  -0.28
C: -0.62 4.56 5.54  -0.19
O: -1.10 5.18 4.38  -0.08
O: 1.38 4.23 4.33  -0.09
H: -0.27 2.86 4.07  0.16
H: 0.59 2.97 5.76  0.10
H: 0.00 5.31 5.88  0.09
H: -1.27 4.37 6.22  0.05
H: -0.58 5.04 3.60  0.06
H: 2.19 3.66 4.00  0.11
C: 3.77 -1.96 -2.59  -0.20
C: 2.57 -2.81 -2.31  -0.20
O: 1.58 -2.47 -3.39  -0.10
O: 4.65 -1.99 -1.41  -0.14
H: 3.37 -0.72 -2.74  0.18
H: 4.40 -2.13 -3.45  0.11
H: 2.09 -2.48 -1.31  0.13
H: 2.84 -3.83 -2.25  0.09
H: 1.94 -2.68 -4.27  0.08
H: 4.48 -1.58 -0.54  0.06
C: 4.55 4.16 1.62  -0.21
C: 4.23 4.22 3.10  -0.22
O: 3.78 2.88 3.43  -0.07
O: 4.95 5.46 1.03  -0.06
H: 3.76 3.41 0.97  0.18
H: 5.49 3.37 1.36  0.16
H: 3.49 4.88 3.15  0.05
H: 4.94 4.71 3.89  0.17
H: 3.27 2.45 2.84  -0.05
H: 5.84 5.56 1.18  0.02
C: -2.46 -3.32 3.32  -0.07
C: -3.91 -3.37 3.02  -0.49
C: -4.74 -4.14 4.12  -0.04
O: -4.54 -2.09 2.84  -0.11
H: -1.93 -2.83 2.55  0.06
H: -1.88 -4.20 3.52  0.08
H: -2.04 -2.67 3.98  0.05
H: -3.99 -3.70 2.04  0.11
H: -5.75 -4.51 3.85  0.08
H: -4.59 -3.81 5.16  0.07
H: -3.86 -4.88 4.26  0.08
H: -4.54 -2.04 1.75  0.14
C: -2.59 4.66 -4.74  -0.08
C: -2.89 3.38 -4.03  -0.53
C: -2.84 2.21 -5.00  -0.04
O: -1.96 3.22 -3.01  -0.13
H: -3.30 4.88 -5.45  0.04
H: -1.79 4.64 -5.50  0.10
H: -2.60 5.59 -4.17  0.09
H: -3.95 3.54 -3.56  0.16
H: -3.18 1.26 -4.53  0.09
H: -1.98 2.16 -5.43  0.01
H: -3.60 2.38 -5.82  0.10
H: -2.49 2.44 -2.34  0.18
C: -5.38 -4.41 -3.02  -0.04
C: -4.54 -3.28 -2.40  -0.45
C: -4.23 -2.10 -3.43  -0.04
O: -5.33 -2.60 -1.43  -0.13
H: -4.99 -5.09 -3.63  0.03
H: -6.10 -4.04 -3.68  0.06
H: -5.89 -4.83 -2.15  0.09
H: -3.55 -3.67 -2.07  0.14
H: -3.49 -1.42 -2.86  0.10
H: -5.12 -1.68 -3.81  0.06
H: -3.72 -2.53 -4.19  0.03
H: -4.87 -1.74 -0.99  0.12
C: -6.92 1.29 -1.98  -0.10
C: -6.79 1.41 -0.51  -0.49
C: -6.73 2.85 -0.03  -0.05
O: -8.11 1.02 -0.05  -0.08
H: -7.78 1.85 -2.52  0.12
H: -6.76 0.21 -2.44  0.11
H: -5.99 1.66 -2.39  0.04
H: -5.96 0.86 0.09  0.17
H: -5.88 3.33 -0.32  0.02
H: -6.70 2.95 1.00  0.05
H: -7.62 3.33 -0.75  0.15
H: -8.12 0.09 0.06  0.06
C: 7.21 -0.02 3.54  -0.01
C: 6.25 -1.10 3.13  -0.54
C: 5.35 -0.72 2.02  -0.06
O: 6.99 -2.23 2.88  0.01
H: 6.59 0.55 4.10  0.07
H: 7.45 0.46 2.70  0.05
H: 8.01 -0.20 3.95  0.00
H: 5.47 -1.38 3.96  0.17
H: 4.83 0.29 1.95  0.10
H: 4.62 -1.57 1.88  0.08
H: 6.07 -0.55 1.13  0.12
H: 7.03 -2.73 3.62  0.05
C: 0.86 1.06 -3.45  -0.03
C: 1.19 2.32 -2.68  -0.57
C: 2.65 2.37 -2.54  -0.07
O: 0.76 3.40 -3.46  -0.08
H: 1.30 0.21 -2.79  0.10
H: 1.30 1.13 -4.45  0.09
H: -0.15 1.19 -3.69  0.04
H: 0.76 2.34 -1.83  0.06
H: 2.89 1.57 -1.96  0.00
H: 2.80 3.49 -2.09  0.13
H: 3.52 2.27 -3.45  0.15
H: -0.29 3.32 -3.37  0.10
C: 3.70 -4.36 1.13  -0.08
C: 5.02 -4.83 0.46  -0.55
C: 5.18 -6.38 0.75  -0.08
O: 5.04 -4.69 -0.90  -0.10
H: 3.78 -4.52 2.31  0.11
H: 2.94 -5.01 0.69  0.07
H: 3.39 -3.27 1.14  0.06
H: 5.93 -4.17 0.83  0.15
H: 4.29 -6.90 0.06  0.13
H: 5.08 -6.56 1.81  0.03
H: 6.30 -6.84 0.52  0.12
H: 5.00 -3.71 -1.09  0.07

DFT total energy: -2830.11388 Ha
net charge: -1
lowest unoccupied orbital energy: 1.52 eV
frontier orbital gap: 8.580 eV
E_HOMO: -0.25950 Eh

---

2.
Formula: C4H13NO2
Source: OMol25
Level of theory: ωB97M-V with the def2-TZVPD basis set

Each line ends with the Löwdin charge.
Positions of all 20 atoms, in Å:
C: -2.13 -1.96 0.31  -0.12
C: -1.88 -0.67 -0.47  -0.27
C: -0.63 0.06 0.03  -0.28
N: -0.34 1.31 -0.68  -0.02
H: -1.28 -2.63 0.22  0.07
H: -2.28 -1.74 1.37  0.07
H: -3.02 -2.46 -0.06  0.07
H: -2.75 -0.01 -0.38  0.10
H: -1.75 -0.91 -1.53  0.11
H: 0.25 -0.58 -0.07  0.10
H: -0.75 0.31 1.09  0.12
H: -1.09 1.98 -0.53  0.09
H: -0.29 1.13 -1.68  0.09
C: 2.93 0.27 0.86  -0.24
O: 2.71 -0.52 -0.06  -0.10
H: 3.93 0.72 1.00  0.09
H: 2.24 0.43 1.70  0.09
O: 2.24 1.95 -0.08  -0.10
H: 2.63 1.53 -0.90  0.09
H: 1.26 1.80 -0.16  0.01

DFT total energy: -365.39597 Ha
net charge: 0
SMILES: CCCN.C=O.O
lowest unoccupied orbital energy: 0.91 eV
ΔE to the lowest compared entry with this formula, charge and spin: 122.1 kJ/mol
frontier orbital gap: 10.153 eV
E_HOMO: -0.33948 Eh

---

3.
Formula: C26H16AsN2NiO4Se
Source: OMol25
Level of theory: ωB97M-V with the def2-TZVPD basis set

Each line ends with the Löwdin charge.
Positions of all 51 atoms, in Å:
Ni: -0.11 -0.28 -0.17  0.30
O: 0.43 -0.58 3.70  0.06
C: 0.45 -0.42 2.49  -0.56
O: -0.55 -0.50 1.67  -0.11
C: 1.75 -0.08 1.78  -0.13
C: 3.03 0.09 2.30  0.02
C: 4.05 0.43 1.42  -0.04
C: 3.79 0.61 0.06  0.02
C: 2.49 0.42 -0.38  -0.13
N: 1.56 0.09 0.49  0.07
C: 1.91 0.56 -1.79  -0.56
O: 2.61 0.92 -2.71  0.07
O: 0.65 0.29 -1.82  -0.12
H: 3.20 -0.04 3.36  0.12
H: 5.05 0.57 1.79  0.10
H: 4.56 0.88 -0.65  0.12
C: -4.25 -3.38 -3.55  -0.09
C: -2.89 -3.12 -3.59  -0.08
C: -2.35 -2.12 -2.81  -0.11
C: -3.17 -1.37 -1.98  -0.34
C: -4.54 -1.62 -1.94  -0.10
C: -5.08 -2.62 -2.73  -0.10
As: -2.34 0.03 -0.92  1.43
C: -2.77 1.60 -1.96  -0.28
C: -2.13 2.04 -3.10  -0.07
C: -2.60 3.20 -3.72  -0.08
C: -3.68 3.89 -3.20  -0.09
C: -4.31 3.44 -2.04  -0.03
C: -3.86 2.29 -1.41  -0.19
C: -4.39 1.71 -0.16  -0.19
C: -5.44 2.23 0.60  -0.03
C: -5.81 1.60 1.78  -0.09
C: -5.15 0.46 2.22  -0.08
C: -4.10 -0.06 1.47  -0.07
C: -3.74 0.56 0.29  -0.31
H: -4.67 -4.17 -4.15  0.10
H: -2.23 -3.73 -4.20  0.09
H: -1.28 -1.94 -2.82  0.08
H: -5.18 -1.04 -1.28  0.10
H: -6.14 -2.82 -2.69  0.10
H: -1.27 1.51 -3.49  0.11
H: -2.11 3.56 -4.62  0.10
H: -4.04 4.79 -3.68  0.10
H: -5.14 4.00 -1.63  0.10
H: -5.96 3.13 0.28  0.10
H: -6.63 2.01 2.37  0.10
H: -5.44 -0.01 3.15  0.10
H: -3.55 -0.93 1.82  0.11
Se: 0.49 -4.86 -2.29  0.34
C: 0.22 -3.41 -1.26  -0.97
N: 0.05 -2.47 -0.61  0.03

DFT total energy: -7556.55370 Ha
net charge: -1
lowest unoccupied orbital energy (spin up / spin down): 2.39 / 2.39 eV
frontier orbital gap (spin up / spin down): 6.776 / 6.774 eV
E_HOMO (spin up / spin down): -0.16122 / -0.16122 Eh

---

4.
Formula: C4H14N2O
Source: OMol25
Level of theory: ωB97M-V with the def2-TZVPD basis set

Each line ends with the Löwdin charge.
Positions of all 21 atoms, in Å:
C: 0.66 -1.23 2.54  -0.13
C: 0.24 -1.90 1.27  -0.27
C: 0.78 -1.32 -0.03  -0.26
N: 0.04 -0.18 -0.58  -0.08
C: 0.27 0.03 -2.03  -0.33
N: 0.80 1.33 -2.36  -0.01
H: 1.72 -1.35 2.87  0.08
H: 0.46 -0.15 2.52  0.08
H: 0.04 -1.58 3.38  0.07
H: -0.87 -1.84 1.30  0.11
H: 0.38 -2.97 1.16  0.10
H: 1.85 -0.97 0.08  0.13
H: 0.80 -2.06 -0.83  0.09
H: -0.96 -0.16 -0.47  0.09
H: -0.66 -0.27 -2.50  0.11
H: 1.04 -0.69 -2.37  0.11
H: 0.27 2.19 -2.20  0.06
H: 1.45 1.54 -1.60  0.07
O: -2.16 2.66 0.86  -0.06
H: -2.89 2.24 0.39  0.02
H: -2.66 3.19 1.49  0.03

DFT total energy: -345.50548 Ha
net charge: 0
SMILES: CCCNCN.O
lowest unoccupied orbital energy: 0.69 eV
ΔE to the lowest compared entry with this formula, charge and spin: 185.6 kJ/mol
frontier orbital gap: 9.098 eV
E_HOMO: -0.30883 Eh

---

5.
Formula: C4H7NO2
Source: OMol25
Level of theory: ωB97M-V with the def2-TZVPD basis set

Each line ends with the Löwdin charge.
Positions of all 14 atoms, in Å:
O: 2.14 0.66 1.07  0.06
C: 1.72 -0.24 0.37  -0.21
C: 0.68 -0.05 -0.69  -0.25
N: 0.10 1.29 -0.79  0.02
C: -1.13 0.82 -0.11  -0.14
C: -0.71 -0.64 -0.24  -0.30
O: -0.69 -1.22 1.05  -0.04
H: 2.10 -1.28 0.48  0.13
H: 1.08 -0.43 -1.65  0.15
H: 0.63 1.96 -0.22  0.10
H: -1.10 0.81 0.98  0.12
H: -2.06 1.19 -0.55  0.11
H: -1.19 -1.28 -0.99  0.15
H: -1.56 -1.59 1.29  0.11

DFT total energy: -361.78619 Ha
net charge: 0
SMILES: O=C[C@@H]1NC[C@@H]1O
lowest unoccupied orbital energy: 0.65 eV
ΔE to the lowest compared entry with this formula, charge and spin: 248.5 kJ/mol
frontier orbital gap: 10.012 eV
E_HOMO: -0.34391 Eh

---

6.
Formula: C3H2F2O
Source: OMol25
Level of theory: ωB97M-V with the def2-TZVPD basis set

Each line ends with the Löwdin charge.
Positions of all 8 atoms, in Å:
C: 1.57 0.00 -0.82  0.21
C: 0.42 -0.02 -0.45  0.03
C: -0.99 -0.25 -0.19  -0.41
O: -1.22 -0.48 1.08  0.13
F: -1.98 1.51 -0.30  -0.36
F: -1.72 -0.86 -1.07  0.19
H: 2.58 0.14 -0.91  0.03
H: -2.08 -0.27 1.56  0.19

DFT total energy: -390.33574 Ha
net charge: 0
lowest unoccupied orbital energy (spin up / spin down): -0.88 / -0.88 eV
ΔE to the lowest compared entry with this formula, charge and spin: 328.0 kJ/mol
frontier orbital gap (spin up / spin down): 10.224 / 10.223 eV
E_HOMO (spin up / spin down): -0.40794 / -0.40793 Eh